No. 1
{"formula": "C34H37AsBrCoN5O3", "method": "ωB97M-V/def2-TZVPD", "e_lumo_ev": [-0.556, -0.624], "s_squared": 0.7571, "spin_multiplicity": 2, "orbital_gap_ev": [6.95, 6.88], "homo_ev": [-7.51, -7.50], "total_charge": 0, "symbols": ["Co", "C", "C", "N", "N", "C", "O", "C", "C", "C", "C", "C", "C", "C", "C", "C", "C", "C", "N", "H", "H", "H", "H", "H", "H", "H", "H", "H", "H", "H", "H", "Br", "C", "C", "C", "C", "C", "C", "C", "O", "O", "H", "H", "H", "H", "C", "C", "As", "C", "C", "C", "C", "H", "H", "H", "H", "H", "H", "H", "H", "H", "H", "H", "H", "H", "H", "H", "N", "C", "N", "C", "C", "C", "C", "C", "C", "H", "H", "H", "H", "H", "H"], "coordinates": [[1.572, -0.137, 0.922], [4.929, -2.351, -0.171], [3.827, -1.628, 0.523], [3.002, -0.830, -0.054], [3.053, -0.549, -1.388], [2.126, 0.376, -1.619], [1.368, 0.878, -0.724], [1.964, 0.856, -3.014], [2.446, 0.116, -4.091], [2.262, 0.581, -5.383], [1.609, 1.787, -5.604], [1.128, 2.524, -4.531], [1.297, 2.055, -3.238], [3.576, -1.728, 1.975], [4.320, -2.517, 2.830], [4.058, -2.464, 4.194], [3.075, -1.613, 4.657], [2.340, -0.868, 3.739], [2.565, -0.947, 2.430], [5.032, -1.958, -1.179], [4.715, -3.421, -0.234], [5.871, -2.230, 0.365], [2.955, -0.818, -3.898], [2.627, 0.001, -6.222], [1.478, 2.153, -6.614], [0.620, 3.465, -4.702], [0.922, 2.607, -2.387], [5.095, -3.155, 2.429], [4.625, -3.077, 4.883], [2.856, -1.520, 5.711], [1.520, -0.224, 4.040], [-2.851, -1.000, 5.135], [-3.032, -0.991, 3.246], [-4.213, -1.550, 2.769], [-4.456, -1.625, 1.408], [-3.521, -1.125, 0.515], [-2.356, -0.558, 1.001], [-2.075, -0.482, 2.367], [-0.728, 0.109, 2.771], [-0.407, 0.167, 3.953], [-0.027, 0.504, 1.775], [-4.939, -1.924, 3.478], [-5.376, -2.073, 1.052], [-3.695, -1.172, -0.553], [-1.621, -0.147, 0.323], [-3.217, 1.695, -2.194], [-2.339, 2.911, -1.908], [-1.263, 2.637, -0.272], [-0.346, 4.392, -0.321], [0.903, 4.403, 0.559], [-2.700, 3.151, 0.986], [-2.182, 3.509, 2.376], [-3.769, 1.806, -3.130], [-3.946, 1.537, -1.396], [-2.612, 0.788, -2.269], [-2.946, 3.816, -1.811], [-1.641, 3.072, -2.734], [-1.056, 5.166, -0.016], [-0.076, 4.598, -1.360], [0.658, 4.184, 1.600], [1.409, 5.370, 0.529], [1.609, 3.637, 0.230], [-3.394, 2.309, 1.047], [-3.245, 3.996, 0.554], [-1.567, 2.714, 2.803], [-3.008, 3.693, 3.066], [-1.573, 4.415, 2.348], [-0.621, -3.892, 1.068], [0.200, -2.890, 1.470], [0.436, -2.017, 0.533], [-0.286, -2.455, -0.572], [-0.450, -1.879, -1.832], [-1.266, -2.531, -2.732], [-1.917, -3.731, -2.400], [-1.779, -4.304, -1.151], [-0.958, -3.636, -0.249], [-0.955, -4.646, 1.641], [0.588, -2.833, 2.477], [0.029, -0.943, -2.083], [-1.411, -2.108, -3.718], [-2.549, -4.211, -3.135], [-2.293, -5.219, -0.888]], "forces_ev_per_a": [[-0.2, -0.2, 0.1], [0.0, 0.0, 0.0], [-0.1, 0.0, 0.1], [0.3, 0.1, -0.1], [-0.1, 0.1, 0.1], [0.2, 0.0, 0.0], [-0.1, -0.2, -0.2], [0.1, 0.0, 0.0], [0.0, 0.0, 0.0], [0.0, 0.0, 0.0], [0.0, 0.0, 0.0], [0.0, 0.0, 0.0], [0.0, 0.0, 0.0], [0.0, 0.1, -0.2], [0.1, -0.1, 0.1], [0.0, 0.0, 0.0], [0.0, 0.0, 0.0], [0.0, -0.1, 0.1], [0.1, -0.1, 0.1], [0.0, 0.0, 0.0], [0.0, 0.0, 0.0], [0.0, 0.0, 0.0], [0.0, 0.0, 0.0], [0.0, 0.0, 0.0], [0.0, 0.0, 0.0], [0.0, 0.0, 0.0], [0.0, 0.0, 0.0], [0.0, 0.0, 0.0], [0.0, 0.0, 0.0], [0.0, 0.0, 0.0], [0.0, 0.0, 0.0], [0.0, 0.0, 0.0], [0.0, 0.0, 0.0], [0.0, 0.0, 0.0], [0.0, 0.0, 0.0], [0.0, 0.0, 0.0], [0.0, 0.0, 0.0], [0.0, 0.0, 0.0], [-0.1, -0.1, -0.2], [0.0, 0.0, 0.1], [0.2, 0.2, 0.2], [0.0, 0.0, 0.0], [0.0, 0.0, 0.0], [0.0, 0.0, 0.0], [0.0, 0.0, 0.0], [0.0, 0.0, 0.0], [0.0, 0.0, 0.0], [-0.3, 0.2, -0.2], [0.1, 0.0, 0.1], [0.0, 0.0, 0.0], [0.0, 0.0, 0.1], [0.0, 0.0, 0.0], [0.0, 0.0, 0.0], [0.0, 0.0, 0.0], [0.0, 0.0, 0.0], [0.0, 0.0, 0.0], [0.0, 0.0, 0.0], [0.0, 0.0, 0.0], [0.0, 0.0, 0.0], [0.0, 0.0, 0.0], [0.0, 0.0, 0.0], [0.0, 0.0, 0.0], [0.0, 0.0, 0.0], [0.0, 0.0, 0.0], [0.0, 0.0, 0.0], [0.0, 0.0, 0.0], [0.0, 0.0, 0.0], [0.0, 0.0, 0.0], [0.0, 0.0, 0.0], [0.2, 0.0, 0.0], [0.0, 0.0, 0.0], [0.0, 0.0, 0.0], [0.0, 0.0, 0.0], [0.0, 0.0, 0.0], [0.0, 0.0, 0.0], [0.0, 0.0, 0.0], [0.0, 0.0, 0.0], [0.0, 0.0, 0.0], [0.0, 0.0, 0.0], [0.0, 0.0, 0.0], [0.0, 0.0, 0.0], [0.0, 0.0, 0.0]], "mulliken_charge": [0.145, -1.846, 1.296, 1.282, -1.294, -0.069, -0.455, 0.175, -0.474, -0.753, -0.386, -0.698, 0.170, 0.472, -0.827, -0.494, -0.906, -0.226, 0.297, 0.413, 0.333, 0.411, 0.460, 0.401, 0.394, 0.431, 0.313, 0.457, 0.428, 0.479, 0.566, -0.168, -0.071, -0.401, -0.913, -1.211, 0.698, 0.303, -0.145, -0.858, 0.090, 0.421, 0.383, 0.517, 0.557, -0.978, -0.869, 0.562, -0.996, -1.106, -0.681, -1.147, 0.471, 0.246, 0.089, 0.552, 0.313, 0.598, 0.556, 0.274, 0.426, 0.111, 0.427, 0.557, 0.156, 0.384, 0.306, 0.080, -0.958, 0.520, 0.053, 0.099, -1.051, -0.509, -1.162, 0.458, 0.243, 0.512, 0.487, 0.457, 0.387, 0.437]}

No. 2
{"formula": "C19H26Br2I3N2O3S", "method": "ωB97M-V/def2-TZVPD", "e_lumo_ev": 1.596, "orbital_gap_ev": 5.77, "homo_ev": -4.17, "total_charge": -1, "symbols": ["C", "C", "N", "C", "C", "C", "C", "C", "C", "N", "C", "C", "I", "C", "C", "C", "Br", "O", "S", "O", "O", "C", "C", "C", "C", "I", "C", "C", "I", "H", "H", "H", "H", "H", "H", "H", "H", "H", "H", "H", "H", "H", "H", "H", "H", "H", "H", "H", "H", "H", "H", "H", "H", "H", "H", "Br"], "coordinates": [[1.627, -3.666, 0.425], [1.268, -2.215, 0.740], [1.188, -1.848, 1.957], [1.088, -1.283, -0.448], [0.145, -0.066, -0.296], [0.949, 1.032, 0.504], [0.452, 2.340, 0.599], [1.187, 3.286, 1.309], [2.365, 2.838, 1.859], [2.927, 1.644, 1.787], [2.179, 0.763, 1.092], [0.096, 0.561, -1.757], [-0.807, -0.785, -3.304], [1.451, 0.888, -2.426], [2.153, 2.226, -2.110], [1.532, 3.488, -2.763], [3.971, 2.034, -2.931], [-0.703, 1.741, -1.898], [-2.231, 1.707, -1.475], [-3.106, 1.579, -2.602], [-2.635, 2.888, -0.755], [-2.504, 0.299, -0.404], [-1.274, -0.356, 0.354], [-1.338, 0.264, 1.790], [-1.771, -1.822, 0.635], [-1.671, -3.377, -0.830], [-3.307, -1.905, 1.123], [-3.343, -2.928, 2.284], [-4.678, -2.764, -0.340], [1.861, -3.724, -0.640], [2.596, -3.859, 0.965], [0.833, -4.362, 0.722], [1.385, -2.638, 2.570], [2.118, -0.993, -0.695], [0.840, -1.942, -1.285], [-0.498, 2.646, 0.180], [0.813, 4.297, 1.409], [2.927, 3.577, 2.446], [2.669, -0.202, 1.017], [2.187, 0.085, -2.423], [1.220, 0.994, -3.494], [2.379, 2.442, -1.071], [0.598, 3.273, -3.286], [2.253, 4.002, -3.396], [1.308, 4.192, -1.949], [-3.284, 0.610, 0.288], [-2.866, -0.475, -1.091], [-2.165, -0.138, 2.389], [-1.527, 1.341, 1.756], [-0.441, 0.020, 2.367], [-1.237, -2.189, 1.512], [-3.699, -0.979, 1.537], [-2.685, -2.542, 3.077], [-4.352, -2.981, 2.702], [-2.984, -3.909, 1.964], [4.538, -3.109, 0.310]], "forces_ev_per_a": [[0.4, 0.5, 0.2], [0.1, -1.4, 0.6], [-0.6, 0.7, -0.2], [0.1, -1.0, 0.4], [1.3, 0.6, -0.6], [-1.0, 0.1, -0.4], [0.2, 0.1, 0.6], [-0.8, -1.1, -0.8], [1.4, 1.9, 1.4], [-1.5, -0.1, -0.9], [1.1, -0.5, 0.2], [0.0, -1.0, -0.6], [0.2, -0.2, 0.1], [0.0, 1.0, -0.8], [0.5, 0.5, -0.6], [-0.1, 0.1, 0.9], [-0.2, -0.1, 0.3], [0.0, 0.1, 0.8], [-3.8, 1.0, 0.1], [1.0, -1.0, -0.8], [1.9, 0.2, 0.9], [1.8, -1.0, -1.0], [-1.5, 0.7, 0.8], [0.1, -0.1, 0.4], [-1.1, 0.0, 0.2], [2.1, -0.4, -0.1], [0.8, -1.4, 0.4], [0.1, 0.8, 0.1], [-1.7, 1.2, 0.6], [-0.1, -0.5, 0.2], [-1.3, -0.1, -0.5], [0.0, 0.2, -0.1], [0.1, 0.0, -0.1], [-0.2, 0.2, 0.1], [-0.4, 0.4, 0.1], [0.2, -0.1, 0.1], [0.3, 0.0, 0.1], [0.0, -0.3, -0.2], [-0.3, 0.1, 0.0], [-0.4, -0.2, 0.6], [0.0, 0.0, 0.2], [0.0, -0.4, -0.1], [0.3, 0.0, -0.1], [-0.2, -0.2, -0.2], [-0.2, -0.1, -0.2], [0.1, 0.2, -0.2], [-0.3, 0.4, 0.0], [0.0, -0.1, -0.4], [0.3, -0.1, 0.0], [0.0, 0.2, -0.3], [0.3, 0.0, -0.5], [-0.2, 0.0, -0.6], [0.0, -0.2, -0.1], [0.1, -0.2, -0.2], [-0.1, 0.1, 0.1], [1.2, 0.5, -0.2]], "mulliken_charge": [-1.857, 0.410, -0.374, -2.447, 4.777, -0.901, -0.075, -0.802, -0.516, -0.736, -0.088, -2.230, 0.103, -1.625, 0.455, -1.065, -0.139, -0.162, 1.505, -0.764, -0.760, -1.393, 2.274, -1.828, -2.000, 0.208, -0.385, -1.402, 0.051, 0.438, 0.342, 0.375, 0.289, 0.509, 0.700, 0.059, 0.456, 0.369, 0.727, 0.741, 0.789, 0.096, 0.221, 0.459, 0.242, 0.517, 0.348, 0.545, 0.420, 0.352, 0.920, 0.502, 0.343, 0.540, 0.300, -0.836]}